C3H7NOS | ωB97M-V with the def2-TZVPD basis set

E_LUMO, eV: 0.89
SMILES: CCS/C=N\O
Orbital gap, eV: 9.64
Energy relative to the best compared isomer or geometry (same formula, charge and spin), kcal/mol: 61.4

Each atom is followed by the atoms it is bonded to, with distances in Å.
CARTESIAN COORDINATES (ANGSTROEM)
1 C 0.2041 2.1964 0.4111  C2 1.605, H7 1.110, H8 1.111, H9 1.088
2 C 0.2790 0.6179 0.1309  C1 1.605, S3 1.818, H10 1.132, H11 1.104
3 S -1.3104 0.0251 -0.5224  C2 1.818, C4 1.722
4 C -1.2537 -1.6527 -0.1413  S3 1.722, N5 1.290, H12 1.073
5 N -0.2781 -2.4911 -0.2337  C4 1.290, O6 1.384
6 O 0.8846 -2.0007 -0.8012  N5 1.384, H13 0.976
7 H 1.2240 2.6248 0.5053  C1 1.110
8 H -0.2702 2.7248 -0.4440  C1 1.111
9 H -0.3723 2.3536 1.3208  C1 1.088
10 H 1.0025 0.3950 -0.7103  C2 1.132
11 H 0.5859 0.1182 1.0659  C2 1.104
12 H -2.1506 -2.1188 0.2182  C4 1.073
13 H 1.4552 -2.7925 -0.7993  O6 0.976